Computed, not measured: a cluster of 10 separate species, C30H71ClN9O12 in total, with ωB97M-V/def2-TZVPD.

E_tot = -82746.5980 eV
net charge = -1
energy above the lowest of the compared OMol25 structures with the same formula, charge and spin = 242.3 kcal/mol

Positions of all 123 atoms, in Å:
Cl -0.010 -0.729 -0.354
O -0.016 0.117 0.799
O -0.132 0.158 -1.485
O 1.105 -1.607 -0.450
O -1.136 -1.570 -0.201
C -0.193 4.623 1.059
C 0.974 4.690 0.080
N 0.787 3.792 -1.069
C -0.261 4.205 -2.057
C 0.268 5.304 -3.000
C 0.694 2.395 -0.677
C 1.925 1.970 0.098
H -1.105 5.167 0.813
H 0.158 5.100 1.973
H -0.544 3.602 1.211
H 1.018 5.704 -0.317
H 1.976 4.487 0.459
H -0.590 3.344 -2.638
H -1.192 4.447 -1.544
H 0.708 6.154 -2.478
H 1.140 4.898 -3.512
H -0.442 5.665 -3.744
H 0.647 1.778 -1.574
H -0.163 2.087 -0.077
H 2.061 0.893 0.198
H 1.995 2.292 1.137
H 2.866 2.211 -0.397
C 1.233 -3.730 0.847
O 0.520 -3.739 1.834
N 1.565 -4.864 0.213
C 2.548 -4.866 -0.884
C 0.995 -6.167 0.519
H 1.763 -2.825 0.511
H 2.831 -3.843 -1.134
H 2.123 -5.370 -1.752
H 3.384 -5.427 -0.464
H -0.005 -6.159 0.952
H 0.805 -6.767 -0.371
H 1.623 -6.752 1.191
C -1.634 -0.556 4.617
O -0.754 -1.445 4.469
N -2.293 0.125 3.680
C -3.320 1.140 3.976
C -2.123 -0.180 2.282
H -1.956 -0.243 5.622
H -4.286 0.677 3.776
H -3.206 1.982 3.293
H -3.242 1.502 5.001
H -1.272 -0.796 1.992
H -3.003 -0.757 1.998
H -2.094 0.755 1.723
C 2.908 0.425 -1.875
O 3.987 0.203 -1.352
N 2.746 0.938 -3.093
C 1.399 1.162 -3.621
C 3.888 1.315 -3.956
H 1.969 0.163 -1.364
H 1.295 0.847 -4.660
H 1.113 2.214 -3.594
H 0.688 0.596 -3.020
H 4.784 0.750 -3.700
H 3.621 0.993 -4.962
H 4.129 2.365 -4.121
C -0.840 2.638 4.535
O -1.155 2.615 5.734
N 0.079 1.788 4.017
C 0.405 2.009 2.557
C 0.740 0.698 4.738
H -1.347 3.324 3.839
H 0.086 2.943 2.093
H -0.118 1.238 1.992
H 1.467 1.856 2.364
H 0.244 0.500 5.689
H 0.795 -0.217 4.149
H 1.778 0.931 4.973
C 0.259 -3.094 -2.547
O 0.749 -4.141 -2.150
N 0.423 -2.527 -3.791
C -0.295 -1.307 -4.150
C 1.342 -3.151 -4.810
H -0.341 -2.482 -1.855
H -0.936 -1.558 -4.995
H 0.469 -0.551 -4.330
H -0.862 -0.811 -3.363
H 0.817 -3.693 -5.597
H 2.027 -2.445 -5.280
H 1.899 -3.925 -4.282
C -3.283 -3.128 2.498
O -2.044 -2.956 2.578
N -4.002 -2.750 1.426
C -5.244 -3.484 1.172
C -3.405 -2.081 0.319
H -3.934 -3.625 3.234
H -5.897 -2.805 0.623
H -5.693 -3.791 2.116
H -4.983 -4.319 0.522
H -4.026 -1.337 -0.179
H -2.644 -1.399 0.700
H -2.897 -2.639 -0.467
C -4.072 1.780 -2.937
O -4.267 2.936 -3.301
N -2.842 1.288 -2.732
C -2.735 0.089 -1.930
C -1.558 1.943 -2.972
H -4.894 1.087 -2.698
H -3.700 -0.417 -1.944
H -2.520 0.380 -0.902
H -1.962 -0.609 -2.253
H -1.024 2.215 -2.061
H -0.904 1.209 -3.443
H -1.570 2.833 -3.600
C 1.682 -1.090 2.314
O 1.102 -1.936 3.036
N 2.874 -0.588 2.495
C 3.488 0.279 1.473
C 3.730 -0.857 3.632
H 1.260 -0.719 1.367
H 3.545 1.352 1.659
H 2.998 0.096 0.516
H 4.534 -0.020 1.404
H 3.395 -1.545 4.408
H 4.794 -0.971 3.423
H 3.748 0.103 4.147



Computed, not measured: a cluster of 5 separate species, C11H28O5 in total, with ωB97M-V/def2-TZVPD.

E_tot = -22095.2411 eV
SMILES = C1CCOC1.C1CCOC1.CO.CO.CO
net charge = 0
energy above the lowest of the compared OMol25 structures with the same formula, charge and spin = 9.5 kcal/mol

Positions of all 44 atoms, in Å:
C -0.013 0.544 -0.037
C -0.624 1.952 -0.176
C -1.631 2.019 0.986
O -1.782 0.667 1.468
C -1.150 -0.231 0.572
H 0.797 0.606 0.690
H 0.329 0.034 -0.937
H -1.150 2.025 -1.128
H 0.223 2.636 -0.142
H -2.535 2.423 0.530
H -1.101 2.672 1.679
H -1.774 -0.546 -0.265
H -0.775 -1.089 1.129
C 2.894 -2.792 -2.980
C 2.064 -1.585 -2.401
C 2.839 -0.325 -2.839
O 3.965 -0.778 -3.629
C 4.283 -2.106 -3.224
H 2.510 -3.125 -3.944
H 2.898 -3.663 -2.325
H 2.152 -1.651 -1.316
H 1.005 -1.566 -2.660
H 3.244 0.215 -1.984
H 2.129 0.355 -3.310
H 4.890 -2.036 -2.322
H 4.932 -2.675 -3.890
C -2.858 -3.597 0.880
O -1.910 -3.219 -0.072
H -3.767 -3.008 0.758
H -3.189 -4.623 0.720
H -2.549 -3.494 1.920
H -2.217 -3.536 -0.925
C -1.397 5.684 0.102
O -0.034 6.120 0.249
H -1.911 6.317 -0.621
H -1.342 4.700 -0.364
H -2.101 5.600 0.930
H -0.019 6.672 1.035
C -0.673 -1.177 4.775
O -1.696 -0.253 4.732
H 0.256 -0.637 4.960
H -0.879 -1.869 5.591
H -0.520 -1.822 3.910
H -1.813 0.158 3.873



Computed, not measured: a structure of composition C3H2O3Tm, with ωB97M-V/def2-TZVPD.

⟨S²⟩ = 2.00
E_tot = -38776.6870 eV
multiplicity = 3
net charge = +3
energy above the lowest of the compared OMol25 structures with the same formula, charge and spin = 50.2 kcal/mol

Positions of all 9 atoms, in Å:
H 0.774 -1.922 -0.991
C -1.438 1.686 -1.142
C -0.910 0.622 -0.959
O -0.449 -0.589 -0.737
H -1.976 2.609 -1.252
C 0.356 -0.905 0.489
O 1.102 -1.831 0.049
O 0.636 -0.070 1.325
Tm 1.905 0.400 3.219